Density functional theory data (ωB97M-V with the def2-TZVPD basis set) for C3H4AgO4 as an isolated structure in a non-equilibrium geometry.

Element x y z (Å)
1 O -0.6282 1.3602 1.3437
2 C 1.1732 -0.4853 -0.7324
3 C -1.2147 0.1219 0.9121
4 O 2.0931 -1.3230 -0.3970
5 O -0.0222 -0.9047 -0.9458
6 C -1.1923 -0.0212 -0.5885
7 H -2.2689 0.1494 1.2299
8 H -0.6890 -0.7071 1.4348
9 H -2.0191 -0.6987 -0.8534
10 Ag 3.4563 0.0941 -0.7628
11 O 1.5729 0.6808 -1.1245
12 H -0.2610 1.7335 0.4840

Cartesian forces (eV/Å) of the 3 atoms listed first:
O 0.77 0.42 -1.97
C 4.10 0.56 -1.45
C -0.14 1.43 0.59

Summary:
HOMO energy (spin up / spin down), Ha: -0.3214 / -0.3209
LUMO (spin up / spin down), eV: -0.74 / -1.37
2S+1: 2
Molar mass, g/mol: 211.93
Charge: 0
Frontier orbital gap (spin up / spin down), eV: 8.007 / 7.362
⟨S²⟩: 0.75
Calculated total energy, Eh: -564.48337
Energy relative to the best compared isomer or geometry (same formula, charge and spin), eV: 1.849

Let us look at the Löwdin charges, expressed in e, one per atom: atom 1 (O): -0.09, atom 2 (C): -0.79, atom 3 (C): -0.25, atom 4 (O): -0.14, atom 5 (O): 0.04, atom 6 (C): 0.09, atom 7 (H): 0.12, atom 8 (H): 0.14, atom 9 (H): 0.12, atom 10 (Ag): 0.83, atom 11 (O): -0.16, atom 12 (H): 0.10

***

Density functional theory data (ωB97M-V with the def2-TZVPD basis set) for C35H42N5S2Tl as an isolated structure.

Element x y z (Å)
1 Tl 0.2531 0.0518 0.2113
2 S -0.1060 0.0874 2.6643
3 C 1.6080 0.0736 3.1323
4 C 1.8235 -0.0188 4.5167
5 C 3.0937 -0.0076 5.0573
6 C 4.1947 0.0881 4.2139
7 C 4.0031 0.1621 2.8471
8 C 2.7189 0.1577 2.2767
9 S 2.7003 0.2479 0.4995
10 H 0.9616 -0.0737 5.1748
11 H 3.2231 -0.0647 6.1320
12 H 5.2003 0.1056 4.6189
13 H 4.8620 0.2353 2.1878
14 C -2.3233 -0.1528 -3.6791
15 C -1.1093 -1.0546 -3.7350
16 C -1.1234 -2.1998 -4.5279
17 C 0.0088 -2.9898 -4.6619
18 C 1.1792 -2.6340 -4.0079
19 C 1.2359 -1.5075 -3.1899
20 C 2.5275 -1.1166 -2.5011
21 C 0.0738 -0.7460 -3.0535
22 N 0.0677 0.3805 -2.1457
23 C 0.1092 1.5775 -2.5597
24 C 0.3285 1.9488 -3.9951
25 C -0.0688 2.7081 -1.5370
26 C -0.2504 4.1062 -2.0541
27 N -0.1151 2.3727 -0.3198
28 C -0.1807 3.3154 0.7726
29 C 0.9375 4.1041 1.0764
30 C 2.2129 4.0799 0.2636
31 C 0.8544 4.9310 2.1933
32 C -0.2916 4.9850 2.9672
33 C -1.3834 4.1976 2.6399
34 C -1.3422 3.3423 1.5487
35 C -2.5357 2.4796 1.2168
36 H -3.2239 -0.7041 -3.9514
37 H -2.2310 0.6777 -4.3903
38 H -2.4653 0.2778 -2.6939
39 H -2.0321 -2.4543 -5.0654
40 H -0.0134 -3.8671 -5.2990
41 H 2.0783 -3.2276 -4.1415
42 H 3.3773 -1.5921 -2.9884
43 H 2.5437 -1.4186 -1.4491
44 H 2.6964 -0.0353 -2.5170
45 H 0.5952 1.0786 -4.5884
46 H 1.1278 2.6904 -4.0643
47 H -0.5688 2.4042 -4.4239
48 H -1.0437 4.1199 -2.8078
49 H 0.6573 4.4760 -2.5383
50 H -0.5130 4.7824 -1.2462
51 H 2.4617 3.0747 -0.0799
52 H 3.0469 4.4377 0.8669
53 H 2.1488 4.7402 -0.6092
54 H 1.7130 5.5446 2.4524
55 H -0.3345 5.6425 3.8275
56 H -2.2862 4.2430 3.2402
57 H -3.4444 2.8969 1.6503
58 H -2.4063 1.4714 1.6281
59 H -2.6859 2.3879 0.1369
60 N -2.1427 -0.6992 -0.2118
61 C -3.2825 -0.5498 -0.2352
62 C -4.7165 -0.3706 -0.2731
63 C -5.5495 -1.3129 0.3291
64 C -6.9198 -1.1318 0.2858
65 C -7.4522 -0.0173 -0.3536
66 C -6.6199 0.9194 -0.9560
67 C -5.2469 0.7467 -0.9197
68 H -5.1231 -2.1768 0.8234
69 H -7.5753 -1.8597 0.7494
70 H -8.5270 0.1217 -0.3829
71 H -7.0418 1.7855 -1.4544
72 H -4.5870 1.4678 -1.3877
73 N -0.5538 -5.0584 3.0682
74 C -0.2600 -4.6866 1.6240
75 C -0.3408 -3.1730 1.4753
76 N 0.1857 -2.6862 0.2103
77 H -0.5099 -6.0622 3.2229
78 H -1.4773 -4.7439 3.3523
79 H 0.1151 -4.6192 3.6963
80 H -0.9745 -5.2163 1.0013
81 H 0.7381 -5.0555 1.4059
82 H 0.2235 -2.6951 2.2789
83 H -1.3719 -2.8302 1.5845
84 H -0.3686 -2.9635 -0.5953
85 H 1.1463 -2.9843 0.0658

Cartesian forces (eV/Å) of the 3 atoms listed first:
Tl 0.46 0.29 0.54
S -0.19 -0.05 -0.34
C 0.13 -0.03 0.09

Summary:
HOMO energy, Ha: -0.4394
LUMO, eV: -5.41
2S+1: 1
Molar mass, g/mol: 801.27
Charge: +2
Frontier orbital gap, eV: 6.544
Calculated total energy, Eh: -2601.06427

Let us look at the Löwdin charges, expressed in e, one per atom: atom 1 (Tl): 0.56, atom 2 (S): 0.63, atom 3 (C): -0.66, atom 4 (C): -0.14, atom 5 (C): -0.08, atom 6 (C): -0.08, atom 7 (C): -0.13, atom 8 (C): -0.64, atom 9 (S): 0.65, atom 10 (H): 0.10, atom 11 (H): 0.11, atom 12 (H): 0.11, atom 13 (H): 0.10, atom 14 (C): -0.02, atom 15 (C): -0.20, atom 16 (C): -0.03, atom 17 (C): -0.06, atom 18 (C): -0.03, atom 19 (C): -0.21, atom 20 (C): -0.06, atom 21 (C): -0.21, atom 22 (N): 0.06, atom 23 (C): -0.22, atom 24 (C): 0.02, atom 25 (C): -0.23, atom 26 (C): 0.02, atom 27 (N): 0.07, atom 28 (C): -0.20, atom 29 (C): -0.19, atom 30 (C): -0.02, atom 31 (C): -0.03, atom 32 (C): -0.05, atom 33 (C): -0.03, atom 34 (C): -0.22, atom 35 (C): -0.04, atom 36 (H): 0.09, atom 37 (H): 0.09, atom 38 (H): 0.04, atom 39 (H): 0.12, atom 40 (H): 0.12, atom 41 (H): 0.12, atom 42 (H): 0.09, atom 43 (H): 0.00, atom 44 (H): 0.08, atom 45 (H): 0.10, atom 46 (H): 0.11, atom 47 (H): 0.10, atom 48 (H): 0.10, atom 49 (H): 0.10, atom 50 (H): 0.10, atom 51 (H): 0.04, atom 52 (H): 0.09, atom 53 (H): 0.08, atom 54 (H): 0.12, atom 55 (H): 0.12, atom 56 (H): 0.12, atom 57 (H): 0.09, atom 58 (H): 0.04, atom 59 (H): 0.07, atom 60 (N): 0.16, atom 61 (C): -0.11, atom 62 (C): -0.21, atom 63 (C): -0.03, atom 64 (C): -0.05, atom 65 (C): -0.04, atom 66 (C): -0.04, atom 67 (C): -0.03, atom 68 (H): 0.12, atom 69 (H): 0.12, atom 70 (H): 0.12, atom 71 (H): 0.12, atom 72 (H): 0.12, atom 73 (N): 0.21, atom 74 (C): -0.11, atom 75 (C): -0.29, atom 76 (N): 0.00, atom 77 (H): 0.18, atom 78 (H): 0.17, atom 79 (H): 0.17, atom 80 (H): 0.14, atom 81 (H): 0.14, atom 82 (H): 0.09, atom 83 (H): 0.11, atom 84 (H): 0.09, atom 85 (H): 0.10

***

Copy entry 1 word for word.
Density functional theory data (ωB97M-V with the def2-TZVPD basis set) for C3H4AgO4 as an isolated structure in a non-equilibrium geometry.

Element x y z (Å)
1 O -0.6282 1.3602 1.3437
2 C 1.1732 -0.4853 -0.7324
3 C -1.2147 0.1219 0.9121
4 O 2.0931 -1.3230 -0.3970
5 O -0.0222 -0.9047 -0.9458
6 C -1.1923 -0.0212 -0.5885
7 H -2.2689 0.1494 1.2299
8 H -0.6890 -0.7071 1.4348
9 H -2.0191 -0.6987 -0.8534
10 Ag 3.4563 0.0941 -0.7628
11 O 1.5729 0.6808 -1.1245
12 H -0.2610 1.7335 0.4840

Cartesian forces (eV/Å) of the 3 atoms listed first:
O 0.77 0.42 -1.97
C 4.10 0.56 -1.45
C -0.14 1.43 0.59

Summary:
HOMO energy (spin up / spin down), Ha: -0.3214 / -0.3209
LUMO (spin up / spin down), eV: -0.74 / -1.37
2S+1: 2
Molar mass, g/mol: 211.93
Charge: 0
Frontier orbital gap (spin up / spin down), eV: 8.007 / 7.362
⟨S²⟩: 0.75
Calculated total energy, Eh: -564.48337
Energy relative to the best compared isomer or geometry (same formula, charge and spin), eV: 1.849

Let us look at the Löwdin charges, expressed in e, one per atom: atom 1 (O): -0.09, atom 2 (C): -0.79, atom 3 (C): -0.25, atom 4 (O): -0.14, atom 5 (O): 0.04, atom 6 (C): 0.09, atom 7 (H): 0.12, atom 8 (H): 0.14, atom 9 (H): 0.12, atom 10 (Ag): 0.83, atom 11 (O): -0.16, atom 12 (H): 0.10